No. 1
C26H29BN3O3 | ωB97M-V/def2-TZVPD

Calculated values
strongest force on any atom: 1.171 eV Å⁻¹
orbital gap: 7.50 eV

Geometry as ORCA input:
```
! RIJCOSX wB97M-V def2-TZVPD def2/J DEFGRID3
* xyz 1 1
O -0.38816 1.37647 2.42854
B -1.15615 2.24609 1.74854
O -1.24062 3.55136 1.99994
O -1.97206 1.72761 0.63900
N -3.28293 1.82935 0.95795
C -4.18490 2.39768 0.21398
N -5.32424 2.26583 0.90415
C -5.02034 1.62623 2.06198
N -3.76930 1.34747 2.10864
H -0.24566 0.60506 1.86139
H -0.70787 3.77722 2.77006
H -4.03976 2.85799 -0.73797
H -6.21950 2.60920 0.59159
H -5.76377 1.41536 2.80080
C 3.00022 -1.40623 -1.45018
C 1.65264 -1.07348 -1.42763
C 1.22242 0.02494 -0.69536
C 2.14195 0.79266 0.00497
C 3.49009 0.46119 -0.01870
C 3.92027 -0.64009 -0.74312
H 3.33500 -2.26416 -2.01834
H 0.93748 -1.66939 -1.98053
H 0.16837 0.28331 -0.67423
H 1.81080 1.65462 0.57335
H 4.19977 1.06370 0.53273
H 4.96952 -0.90348 -0.75657
C 2.92691 0.80803 3.61306
C 3.13621 1.52817 4.78041
C 4.11594 1.11827 5.67523
C 4.88593 -0.00530 5.39821
C 4.67410 -0.72353 4.22856
C 3.68972 -0.31408 3.34150
H 2.16333 1.10927 2.90798
H 2.53934 2.40612 4.99415
H 4.28078 1.67408 6.58899
H 5.65135 -0.32021 6.09515
H 5.27386 -1.59755 4.01078
H 3.50688 -0.86877 2.43013
C -1.10890 2.41558 -5.48270
C -0.09885 1.92679 -4.66544
C -0.19593 2.05816 -3.28772
C -1.30698 2.67404 -2.72772
C -2.31806 3.16164 -3.54493
C -2.21789 3.03463 -4.92303
H -1.03138 2.31539 -6.55713
H 0.76488 1.44328 -5.10247
H 0.59452 1.68534 -2.65139
H -1.38184 2.77717 -1.65063
H -3.18435 3.64583 -3.10971
H -3.00247 3.41943 -5.56117
C -1.46559 -3.73629 -1.36680
C -2.72768 -4.26236 -1.12893
C -2.92055 -5.63649 -1.13970
C -1.84929 -6.48481 -1.38140
C -0.58670 -5.95911 -1.61674
C -0.39499 -4.58494 -1.61298
H -1.31598 -2.66317 -1.36051
H -3.56312 -3.60092 -0.93618
H -3.90572 -6.04685 -0.96015
H -1.99873 -7.55640 -1.38668
H 0.24836 -6.62124 -1.80406
H 0.58965 -4.17568 -1.80092
*
```

These are the Löwdin partial charges, in e, on atoms 1 to 6: 0.23 -0.79 0.26 0.15 -0.09 0.05

No. 2
C26H29ClF5N7O5SeSr | ωB97M-V/def2-TZVPD

Calculated values
relative energy (zero: lowest compared OMol25 entry of this formula, charge and spin): 0.071 eV
strongest force on any atom: 2.651 eV Å⁻¹
orbital gap: 8.40 eV

Geometry as ORCA input:
```
! RIJCOSX wB97M-V def2-TZVPD def2/J DEFGRID3
* xyz 0 1
Sr -0.11350 0.58451 0.17957
N -1.81759 -1.29747 1.03872
C -2.75479 -1.65752 -0.03835
C -3.15690 -0.43640 -0.86774
N -2.01823 0.30790 -1.42438
C -1.51545 -0.14023 -2.73448
C -0.51297 -1.29046 -2.63821
N 0.60428 -0.91653 -1.75864
H -1.34230 -2.13333 1.36787
H -2.31580 -0.89895 1.82827
H -3.67286 -2.11765 0.34120
H -2.26971 -2.40665 -0.66340
H -3.70546 0.24822 -0.21710
H -3.84325 -0.76502 -1.65834
H -2.27827 1.28642 -1.50533
H -1.00547 0.71317 -3.18683
H -2.33532 -0.43447 -3.40071
H -0.18672 -1.54879 -3.65085
H -0.98331 -2.18192 -2.22458
H 1.19596 -0.22595 -2.21139
H 1.18467 -1.72157 -1.54498
O 4.20254 4.45594 -2.31002
C 4.96492 3.64786 -1.59874
O 6.13909 3.85384 -1.42291
C 4.31611 2.40903 -1.05551
C 4.99465 1.37786 -0.43960
Cl 6.64865 1.24031 -0.07846
N 4.09506 0.41424 -0.11382
N 2.84393 0.80447 -0.42478
C 2.96180 1.99129 -0.99908
C 1.70708 2.68155 -1.49496
O 1.83180 3.64649 -2.25186
O 0.61873 2.17549 -1.09152
C 4.28144 -0.85214 0.52478
C 5.34935 -1.67560 0.19528
C 5.49101 -2.89645 0.84122
C 4.56387 -3.30747 1.78785
C 3.47528 -2.49508 2.07451
C 3.33346 -1.26700 1.44961
H 3.27281 4.09246 -2.41874
H 6.05799 -1.38306 -0.56349
H 6.33378 -3.52816 0.59190
H 4.68652 -4.25450 2.29744
H 2.73784 -2.80487 2.80389
H 2.51447 -0.60905 1.69481
F -2.67436 2.88393 0.18192
C -2.63656 2.55260 1.51656
C -1.59851 1.79604 1.99061
C -1.71510 1.48775 3.31539
F -0.73094 0.71254 3.91793
C -2.74551 1.87994 4.15006
F -2.79403 1.54127 5.44717
C -3.76053 2.65112 3.60789
F -4.78161 3.05569 4.37194
C -3.71303 2.99379 2.26628
F -4.70622 3.72346 1.73998
C 3.46496 -4.48439 -0.74944
N 2.88106 -5.12602 0.41562
C 3.51418 -6.03528 1.23924
C 2.64926 -6.34624 2.22292
N 1.49514 -5.62146 1.99007
C 0.30394 -5.64377 2.82021
C 1.63679 -4.87086 0.87361
Se 0.38805 -3.74818 0.10944
H 4.38583 -5.00430 -1.00147
H 3.68095 -3.43926 -0.52775
H 2.76523 -4.53766 -1.58031
H 4.51685 -6.37311 1.05214
H 2.74544 -7.01395 3.05912
H 0.29290 -6.57135 3.38694
H -0.57290 -5.58799 2.18000
H 0.29578 -4.79440 3.50252
O 1.60088 1.47918 2.25515
H 1.09842 1.25976 3.05317
H 1.44421 2.42331 2.13399
*
```

These are the Löwdin partial charges, in e, on atoms 1 to 6: 1.42 -0.06 -0.25 -0.20 -0.17 -0.20

No. 3
C26H29HoNOP2S | ωB97M-V/def2-TZVPD

Calculated values
relative energy (zero: lowest compared OMol25 entry of this formula, charge and spin): 3.081 eV
strongest force on any atom: 9.511 eV Å⁻¹
orbital gap (alpha / beta): 6.63 / 6.77 eV

Geometry as ORCA input:
```
! RIJCOSX wB97M-V def2-TZVPD def2/J DEFGRID3
* xyz 1 5
C -1.45480 3.36018 -2.45513
C -1.33685 2.04168 -2.01129
C -0.04417 1.57939 -1.66252
C 1.06771 2.37901 -1.85658
C 0.93708 3.69380 -2.29194
C -0.33573 4.18623 -2.58366
C 2.42735 1.83629 -1.37044
C 2.50347 0.30109 -1.47246
C 1.31503 -0.40328 -1.38243
C 1.29763 -1.82455 -1.51960
C 2.52750 -2.47871 -1.53344
C 3.72793 -1.76322 -1.49191
C 3.72311 -0.36771 -1.47847
H -2.44763 3.74540 -2.70180
H 1.83627 4.30846 -2.38829
H -0.45552 5.21547 -2.91982
H 3.15920 2.20782 -2.11295
H 2.54654 -3.57133 -1.58566
H 4.67566 -2.29936 -1.49347
H 4.64665 0.21850 -1.47466
N 0.13331 0.32028 -1.02565
Ho -0.57877 -0.37325 0.67609
C -2.55021 1.13386 -1.90891
H -2.40153 0.20933 -2.49528
H -3.44331 1.65369 -2.28450
C -0.01870 -2.59015 -1.63333
H -0.75468 -2.02844 -2.23611
H 0.14377 -3.57364 -2.09796
P -2.96649 0.58262 -0.18159
P -0.85021 -2.97909 0.01395
C 0.15321 -4.38592 0.57944
H -0.15561 -4.62651 1.60552
H -0.01238 -5.26042 -0.06523
H 1.21939 -4.12841 0.58553
C -2.38267 -3.79970 -0.53000
H -2.15499 -4.64576 -1.19354
H -2.90651 -4.16809 0.36208
H -3.03817 -3.08599 -1.04654
C -3.40800 2.17568 0.59213
H -4.46823 2.38661 0.39692
H -3.23800 2.09309 1.67429
H -2.78627 2.98802 0.19645
C -4.59445 -0.19750 -0.39896
H -4.82346 -0.76014 0.51645
H -5.36253 0.57394 -0.55266
H -4.58128 -0.89350 -1.24842
C 2.41177 2.11669 0.02008
O 1.72382 1.91266 0.96961
H 3.28704 2.58359 -0.49045
S -1.42318 0.10635 3.23539
C 0.20073 0.19439 3.77558
C 1.17421 -0.73107 3.30448
C 2.52332 -0.50620 3.58355
C 2.91059 0.56822 4.39214
C 1.94259 1.43177 4.92765
C 0.59684 1.24317 4.64010
H 0.84997 -1.62645 2.75385
H 3.27478 -1.18098 3.16698
H 3.96666 0.73049 4.61371
H 2.24431 2.26021 5.57019
H -0.17310 1.91140 5.02354
*
```

These are the Löwdin partial charges, in e, on atoms 1 to 6: -0.04 -0.22 -0.18 -0.11 -0.01 -0.05

No. 4
C26H29I2N4O3S2Se2Ti | ωB97M-V/def2-TZVPD

Calculated values
relative energy (zero: lowest compared OMol25 entry of this formula, charge and spin): 1.076 eV
strongest force on any atom: 2.105 eV Å⁻¹
orbital gap (alpha / beta): 4.39 / 6.08 eV

Geometry as ORCA input:
```
! RIJCOSX wB97M-V def2-TZVPD def2/J DEFGRID3
* xyz -1 3
Ti 0.28492 -0.00913 -0.13527
I 5.14338 1.75837 5.45779
C 4.15038 1.22647 3.69740
C 4.15616 -0.09037 3.27167
C 3.48810 -0.42807 2.09979
I 3.53330 -2.40872 1.47612
C 2.79693 0.52086 1.32535
O 2.16162 0.22879 0.20293
C 2.82335 1.84213 1.79385
C 2.04401 2.84937 1.01027
N 0.62940 2.45555 0.90469
C -0.08696 2.39369 2.18786
C -0.39779 0.98940 2.68018
C -0.95732 0.83530 3.91633
C -1.25888 -0.44050 4.43750
C -0.87488 -1.54233 3.64256
C -0.29836 -1.34621 2.42575
N -0.11194 -0.08501 1.83573
C 3.48277 2.19209 2.96135
H 4.66937 -0.85660 3.83842
H 2.15405 3.83216 1.47921
H 2.43450 2.90974 -0.00605
H 0.16954 3.13220 0.32172
H 0.48704 2.90206 2.96339
H -1.01992 2.94798 2.07972
H -1.15257 1.73068 4.50321
H -1.71756 -0.56566 5.41063
H -1.01537 -2.56079 3.99135
H 0.01742 -2.18220 1.82674
H 3.46295 3.22351 3.29500
O 0.58083 -3.59865 -5.05732
C 1.32617 -2.59999 -4.34294
C 0.38250 -1.59619 -3.69210
C 1.26991 -0.46651 -3.20017
O 0.57448 0.32994 -2.23037
C -0.36824 -2.26716 -2.52844
Se 0.70149 -2.42467 -0.87868
C -0.61285 -1.00482 -4.69397
Se -1.57892 0.58659 -3.98534
H 1.20270 -4.25792 -5.37152
H 2.00109 -2.06902 -5.02440
H 1.92404 -3.06216 -3.55247
H 1.54363 0.17630 -4.03803
H 2.16509 -0.84625 -2.72060
H -0.30916 0.53257 -2.70113
H -0.67077 -3.26931 -2.83180
H -1.26646 -1.69529 -2.30274
H -1.33369 -1.76157 -4.99195
H -0.06601 -0.68870 -5.58502
C -2.39885 -3.66732 0.06376
C -2.78570 -2.29617 0.50687
N -2.28765 -1.18209 0.06641
C -2.94309 -0.10474 0.62068
C -3.90187 -0.38403 1.52260
S -4.04010 -2.07313 1.67069
C -2.61877 1.21965 0.07352
C -3.40733 2.30249 0.13899
S -2.74575 3.53421 -0.82230
C -1.43763 2.54277 -1.26814
N -1.46556 1.36798 -0.70710
C -0.40577 3.05957 -2.20691
H -1.32021 -3.79148 0.16439
H -2.63781 -3.78514 -0.99365
H -2.93130 -4.42879 0.63729
H -4.51003 0.30262 2.09973
H -4.36245 2.40834 0.63039
H -0.58018 2.59560 -3.18870
H 0.58653 2.76120 -1.88363
H -0.46998 4.14649 -2.29102
*
```

These are the Löwdin partial charges, in e, on atoms 1 to 6: 0.79 0.80 -0.75 -0.24 -0.62 0.94